# 1
The following is a DFT calculation (ωB97M-V with the def2-TZVPD basis set) of a cluster of 8 separate species, C26H64N2O24P6 in total.

Geometry as XYZ:
```
122
Properties=species:S:1:pos:R:3:lowdin_charge:R:1
P 5.156 1.678 -2.215 0.408
P -3.332 -0.851 -2.514 0.436
P 2.469 -2.008 -4.948 0.439
P 1.218 -0.844 6.367 0.335
P -5.429 -1.764 2.565 0.379
P 0.492 3.470 -2.133 0.370
O -4.548 -2.973 2.009 -0.196
O 6.659 1.643 -1.655 -0.255
O -4.942 -0.355 2.400 -0.259
O 3.965 -1.707 -4.483 -0.222
O 5.102 1.333 -3.642 -0.241
O 1.973 -0.768 -5.844 -0.204
O -2.797 0.203 -1.413 -0.228
O 2.191 -1.788 5.556 -0.213
O 0.080 2.114 -2.892 -0.236
O -5.786 -2.218 4.042 -0.211
O 1.067 -1.463 7.865 -0.258
O 1.583 -2.294 -3.784 -0.239
O -0.955 4.138 -1.896 -0.220
O -0.204 -1.219 5.728 -0.228
O 4.642 3.174 -1.912 -0.241
O -3.384 -0.238 -3.877 -0.251
O -2.557 -2.195 -2.252 -0.211
O 4.280 0.819 -1.167 -0.223
O -6.816 -2.018 1.870 -0.212
O 1.586 0.518 6.376 -0.184
O 2.643 -3.134 -6.075 -0.218
O 0.977 4.522 -3.217 -0.215
O -4.887 -1.165 -2.036 -0.250
O 1.357 3.108 -1.041 -0.203
N -1.555 3.542 2.939 -0.004
N 1.386 -0.020 0.207 0.045
C -1.445 -0.550 5.949 -0.061
C -2.703 -0.194 -0.005 -0.051
C -1.783 2.232 2.717 -0.148
C 2.725 -4.457 -5.653 -0.124
C 1.352 -1.177 2.125 -0.089
C 1.338 0.325 -5.178 -0.092
C -1.280 -2.196 -2.917 -0.104
C 1.456 -1.369 -0.125 -0.141
C -2.670 4.258 2.803 -0.185
C -7.080 -1.486 0.576 -0.072
C 7.755 2.060 -2.616 -0.029
C 4.548 3.667 -0.610 -0.128
C -1.669 3.522 -0.811 -0.095
C 2.122 -3.150 5.414 -0.124
C -3.676 3.458 2.440 -0.093
C 4.545 -0.547 -0.823 -0.059
C -3.172 -3.094 2.468 -0.070
C -3.134 2.130 2.472 -0.098
C 5.087 -1.526 -5.329 -0.102
C 1.475 0.106 1.601 -0.099
C -6.343 -1.182 4.952 -0.057
C -5.708 -2.086 -2.790 -0.096
C 1.275 -2.077 1.030 -0.114
C -1.035 2.321 -3.899 -0.045
C 2.291 4.860 -3.643 -0.082
C 2.023 -1.170 8.905 -0.087
H -5.616 -0.940 5.740 0.084
H 4.728 -1.432 -6.352 0.083
H -2.437 -2.798 1.700 0.080
H -4.716 3.776 2.340 0.100
H -1.403 -2.043 -3.981 0.082
H -1.716 2.436 -0.917 0.063
H 8.329 2.738 -1.983 0.085
H -2.897 -2.397 3.288 0.083
H 5.833 -2.333 -5.347 0.091
H -1.417 0.379 5.340 0.095
H 3.011 -3.514 4.950 0.087
H 2.052 -2.127 9.473 0.096
H 1.346 -1.464 3.160 0.063
H -2.578 5.303 3.066 0.117
H 3.779 -0.763 -0.069 0.069
H 8.300 1.131 -2.772 0.078
H -0.827 -3.180 -2.742 0.099
H 1.282 -3.384 4.758 0.087
H -6.741 -2.278 -0.137 0.086
H 2.963 -0.812 8.417 0.098
H -6.424 -0.620 0.503 0.081
H -7.244 -1.522 5.463 0.081
H -2.685 3.913 -0.687 0.102
H -1.146 3.619 0.152 0.077
H 0.597 0.008 -4.435 0.065
H -1.942 2.443 -3.329 0.066
H 3.642 3.234 -0.164 0.071
H -8.147 -1.390 0.449 0.089
H 4.323 -1.171 -1.670 0.079
H 7.359 2.410 -3.606 0.097
H 3.694 -4.702 -5.185 0.097
H 1.539 0.804 -0.302 0.088
H 2.203 5.245 -4.695 0.101
H 0.956 0.993 -5.936 0.094
H -3.661 -0.144 0.487 0.052
H -2.106 0.568 0.500 0.064
H 2.118 0.846 -4.628 0.086
H 1.938 -4.605 -4.919 0.077
H 5.551 -0.636 -0.434 0.090
H -2.268 -1.106 5.596 0.062
H 1.921 -3.604 6.401 0.100
H 4.377 4.740 -0.652 0.085
H -1.071 1.407 2.834 0.108
H -3.002 -4.093 2.836 0.085
H -3.593 1.177 2.294 0.039
H -6.707 -1.979 -2.351 0.077
H 1.445 0.999 2.140 0.085
H 1.287 -3.126 1.018 0.075
H -5.740 -1.802 -3.845 0.085
H -1.101 1.408 -4.524 0.074
H -0.648 -1.392 -2.591 0.062
H 1.570 -1.571 -1.171 0.097
H -5.328 -3.088 -2.747 0.078
H 2.553 -5.071 -6.562 0.104
H 1.596 -0.369 9.534 0.090
H 2.686 5.673 -3.076 0.072
H 3.041 4.002 -3.659 0.101
H -0.898 3.245 -4.539 0.107
H -2.197 -1.179 0.052 0.087
H -1.485 -0.352 6.995 0.081
H 5.492 3.500 -0.036 0.102
H 5.592 -0.574 -5.071 0.077
H -0.671 3.897 3.240 0.148
H -6.622 -0.251 4.409 0.092
```

Output
E ... -135865.391 eV
SMILES ... COP(=O)(OC)OC.COP(=O)(OC)OC.COP(=O)(OC)OC.COP(=O)(OC)OC.COP(=O)(OC)OC.COP(=O)(OC)OC.c1cc[nH]c1.c1cc[nH]c1
LUMO level ... 0.67 eV
HOMO level ... -7.97 eV

***

# 2
The following is a DFT calculation (ωB97M-V with the def2-TZVPD basis set) of a cluster of 4 separate species, C26H65N5O2P in total.

Geometry as XYZ:
```
99
Properties=species:S:1:pos:R:3:lowdin_charge:R:1
P -1.917 2.235 -4.284 0.906
O 2.754 1.116 -2.992 -0.097
O -1.107 3.569 -3.735 -0.313
N -1.557 -0.400 -3.955 -0.042
N -2.301 3.156 4.377 -0.198
N -2.903 -1.241 1.299 -0.202
N 4.369 -1.724 0.765 -0.198
N 1.357 -0.289 -4.307 -0.026
C -0.766 0.836 -3.844 -0.491
C -4.842 -1.421 -0.372 -0.077
C 2.048 -0.974 1.549 -0.071
C -0.347 4.683 4.494 -0.090
C 0.460 0.845 -4.709 -0.113
C -3.115 1.951 -2.905 -0.246
C -0.847 -1.480 -4.657 -0.179
C 3.304 -0.741 0.701 -0.243
C -4.142 -0.686 0.778 -0.250
C -2.642 3.542 3.021 -0.241
C 3.989 -3.081 0.420 -0.266
C -2.905 1.920 4.846 -0.242
C -2.382 0.609 4.249 -0.088
C 5.229 -1.651 1.938 -0.243
C -1.745 -1.103 0.445 -0.250
C 0.594 -1.596 -4.230 -0.071
C -1.938 2.813 1.864 -0.081
C 4.117 1.012 -3.467 -0.212
C -3.070 -2.533 1.939 -0.259
C -0.901 3.287 4.735 -0.275
C 3.333 -3.200 -0.947 -0.093
C -1.613 -2.060 -0.749 -0.070
C 4.484 2.285 -4.214 -0.046
C -1.842 -2.973 2.723 -0.076
C 2.047 -0.057 -2.992 -0.200
C 4.652 -2.096 3.286 -0.080
H -2.450 4.613 2.916 0.101
H -3.341 -3.327 1.226 0.103
H -5.857 -1.035 -0.488 0.075
H 4.899 -3.684 0.409 0.123
H 3.978 -2.790 -1.728 0.073
H 4.214 0.160 -4.139 0.115
H 4.772 0.830 -2.620 0.127
H -0.868 2.696 2.044 0.066
H 2.198 -0.704 2.592 0.063
H -1.706 -0.070 0.083 0.102
H 1.009 1.774 -4.612 0.132
H -0.578 -2.055 -1.113 0.049
H -4.842 -0.617 1.617 0.115
H -0.984 -3.161 2.074 0.061
H 5.463 -2.215 4.006 0.075
H -2.363 1.825 1.683 0.033
H -2.588 1.486 -2.075 0.030
H 1.706 -2.010 1.508 0.068
H 5.478 2.636 -3.972 0.082
H 4.136 -3.054 3.219 0.068
H -1.560 -2.220 3.460 0.068
H -1.857 -3.090 -0.486 0.075
H 5.596 -0.626 2.028 0.113
H -4.921 -2.492 -0.187 0.070
H -1.311 -2.421 -4.383 0.131
H 3.152 -4.250 -1.176 0.078
H -2.782 1.885 5.933 0.111
H -1.662 4.013 -3.065 0.058
H -2.057 -3.902 3.250 0.079
H -0.441 0.968 -2.809 0.113
H -3.724 3.442 2.903 0.115
H -4.332 -1.271 -1.324 0.048
H -0.854 -1.208 1.069 0.078
H -2.246 -1.752 -1.579 0.040
H -0.260 2.556 4.213 0.098
H 3.965 -1.361 3.701 0.058
H 1.317 -0.022 -2.191 0.141
H 0.678 4.739 4.864 0.073
H 2.081 -0.399 -5.016 0.185
H 2.365 -2.690 -0.984 0.046
H 6.114 -2.257 1.726 0.112
H 3.322 -3.536 1.168 0.106
H -3.905 -2.446 2.638 0.121
H -3.952 0.349 0.475 0.100
H -2.053 3.391 0.943 0.064
H 0.629 -1.926 -3.197 0.113
H -2.739 0.452 3.233 0.036
H -0.939 5.433 5.019 0.082
H -1.292 0.561 4.244 0.067
H -0.923 -1.352 -5.736 0.125
H -0.815 3.067 5.801 0.119
H 0.238 0.716 -5.764 0.139
H 3.724 0.239 0.939 0.120
H 1.083 -2.350 -4.832 0.143
H -2.742 -0.235 4.842 0.074
H 1.237 -0.346 1.170 0.059
H -3.869 1.252 -3.242 0.037
H 3.782 3.063 -3.935 0.083
H 2.682 -0.920 -2.795 0.129
H 2.992 -0.657 -0.347 0.075
H 4.375 2.126 -5.281 0.075
H -0.323 4.941 3.435 0.062
H -2.375 -0.186 -4.525 0.085
H -3.984 1.981 4.681 0.113
H -3.548 2.888 -2.578 0.045
```

Output
E ... -48843.349 eV
LUMO level ... -2.75 eV
HOMO level ... -9.58 eV
Charge ... +1

***

# 3
The following is a DFT calculation (ωB97M-V with the def2-TZVPD basis set) of a cluster of 3 separate species, C26H66N2O6P3S in total.

Geometry as XYZ:
```
104
Properties=species:S:1:pos:R:3:lowdin_charge:R:1
S -0.805 -0.847 4.264 0.854
P 0.024 0.663 1.495 0.593
P 0.424 -2.676 1.472 0.399
P -0.290 1.149 -0.837 0.501
O 1.446 -2.454 2.698 -0.170
O -0.400 -3.887 1.639 -0.299
O 1.480 -2.864 0.234 -0.180
O 1.146 1.554 -1.529 -0.218
O -0.958 0.133 -1.707 -0.361
O -1.117 2.563 -1.005 -0.210
N -4.491 0.097 -4.335 -0.200
N 6.334 -2.973 -1.225 -0.202
C 0.604 2.545 1.749 -0.306
C -5.730 0.481 -4.975 -0.262
C 1.630 3.630 3.845 -0.279
C -3.851 1.120 -3.517 -0.234
C -3.685 -0.611 0.864 -0.224
C 6.880 -2.210 -2.333 -0.282
C -1.723 0.161 5.468 -0.542
C 4.903 -1.082 -0.262 -0.076
C 1.827 0.237 1.007 -0.262
C 5.939 -2.192 -0.059 -0.242
C 0.235 0.386 3.410 -0.551
C -0.496 -1.191 1.142 -0.364
C 4.079 -3.557 -2.299 -0.078
C 5.393 -4.000 -1.642 -0.250
C 1.873 2.778 2.594 -0.276
C -3.069 0.790 0.857 -0.243
C -3.604 -0.666 -5.197 -0.279
C -1.585 -0.392 6.883 -0.183
C -4.873 -0.185 3.103 -0.124
C -3.069 2.216 -4.250 -0.074
C -2.433 -1.292 -4.451 -0.087
C -4.089 -1.165 2.232 -0.258
C 1.548 5.121 3.534 -0.124
C -1.848 1.186 1.725 -0.277
C -5.666 1.460 -6.157 -0.093
C 8.064 -1.344 -1.931 -0.096
H -4.908 1.162 -6.883 0.062
H -0.204 3.140 2.190 0.062
H 1.376 5.719 4.431 0.062
H -0.924 3.170 -0.282 0.036
H 3.891 -1.469 -0.363 0.040
H -2.433 1.795 -5.033 0.068
H 5.927 -4.656 -2.338 0.105
H 7.773 -0.545 -1.249 0.063
H -5.819 0.094 2.628 0.071
H -1.751 -0.547 -4.044 0.045
H 4.248 -2.824 -3.088 0.068
H -4.633 1.576 -2.902 0.115
H 0.793 2.961 0.752 0.049
H -1.698 -1.477 6.891 0.057
H 3.590 -4.421 -2.754 0.071
H -2.345 0.034 7.545 0.063
H -0.600 -0.157 7.289 0.064
H -3.171 0.632 -2.820 0.081
H 2.395 -0.190 1.835 0.028
H -3.030 -1.323 0.364 0.092
H -5.104 -0.629 4.075 0.064
H -2.112 1.054 2.781 0.049
H 7.210 -2.935 -3.083 0.114
H 2.479 5.464 3.072 0.068
H -4.214 -1.455 -5.649 0.110
H 2.436 3.459 4.567 0.102
H 2.349 1.842 2.881 0.074
H -6.385 0.900 -4.205 0.108
H 2.619 3.307 1.987 0.105
H 5.165 -4.610 -0.764 0.109
H -4.581 -0.561 0.231 0.109
H 3.383 -3.126 -1.582 0.040
H -2.789 -1.892 -3.612 0.083
H 4.901 -0.415 0.602 0.072
H -0.037 1.338 3.864 0.011
H -2.918 1.082 -0.181 0.065
H 6.841 -1.757 0.378 0.098
H -3.872 1.460 1.199 0.099
H 6.132 -1.572 -2.831 0.102
H -2.421 2.720 -3.535 0.060
H 5.570 -2.903 0.686 0.112
H 1.814 -0.454 0.166 0.015
H -3.717 2.965 -4.709 0.049
H 8.496 -0.876 -2.817 0.069
H -3.216 -1.527 2.782 0.068
H 1.081 1.270 -2.454 0.059
H -1.312 1.169 5.417 0.061
H -1.863 -1.939 -5.122 0.069
H -1.812 2.270 1.598 0.047
H 0.745 5.323 2.821 0.067
H -2.774 0.212 5.174 0.047
H -4.722 -2.043 2.062 0.103
H -1.437 -1.419 1.635 0.004
H 5.123 -0.473 -1.141 0.072
H 0.689 3.317 4.308 0.091
H 1.380 -3.789 -0.038 0.074
H -3.207 -0.069 -6.038 0.096
H -5.442 2.475 -5.832 0.050
H 2.390 1.104 0.655 0.034
H -4.313 0.734 3.289 0.052
H 8.835 -1.946 -1.446 0.077
H 2.346 -2.336 2.374 0.064
H -6.215 -0.440 -5.319 0.105
H -0.680 -1.300 0.065 0.042
H -6.629 1.481 -6.673 0.063
H 1.264 0.164 3.687 0.025
```

Output
E ... -82004.112 eV
LUMO level ... 2.58 eV
HOMO level ... -4.62 eV
Charge ... -1

***

# 4
The following is a DFT calculation (ωB97M-V with the def2-TZVPD basis set) of a cluster of 10 separate species, C26H66N8O14 in total.

Geometry as XYZ:
```
114
Properties=species:S:1:pos:R:3:lowdin_charge:R:1
O 0.151 3.126 -3.788 -0.003
O 5.613 5.059 -0.024 0.180
O -0.597 1.831 2.595 -0.087
O -2.709 2.350 3.136 -0.033
O 2.998 -1.770 -3.070 0.180
O -3.406 -2.293 0.860 0.145
O -1.039 3.839 3.353 0.128
O -0.205 1.364 -2.468 -0.065
O -4.431 -1.817 4.847 0.147
O -0.212 -2.746 3.036 0.151
O 0.334 3.352 -1.570 0.032
O 1.531 -0.731 -0.341 0.111
O 4.263 3.593 -2.094 0.152
O -6.391 0.122 -2.698 0.169
N 0.145 -4.498 4.437 0.124
N 1.206 1.463 0.490 0.103
N -5.228 1.779 -1.408 0.109
N -4.737 0.351 3.955 0.089
N 7.524 3.868 -0.625 0.112
N -4.495 -3.931 -0.331 0.108
N 2.446 -4.014 -2.801 0.091
N 5.060 3.350 -4.382 0.113
C -4.668 -3.809 2.222 0.042
C -3.927 -0.827 4.399 -0.385
C 0.466 -3.714 3.213 -0.374
C 3.233 1.836 -3.257 0.038
C -0.710 -0.204 0.164 0.008
C -1.480 2.587 3.098 -0.765
C 4.145 3.063 -3.156 -0.330
C 2.622 1.529 1.029 0.038
C -2.388 -0.620 4.387 0.041
C 0.770 0.121 0.016 -0.385
C -4.213 0.766 -0.909 0.021
C -1.211 -5.188 4.395 0.042
C 7.865 4.878 -1.769 0.063
C -6.212 1.288 -2.525 -0.316
C 1.383 -4.219 2.121 0.045
C 6.534 4.429 0.386 -0.388
C -5.860 -3.323 -0.758 0.087
C -6.979 2.432 -3.256 0.062
C 6.624 3.886 1.787 0.036
C -4.047 -3.296 0.954 -0.395
C 2.109 -2.559 -3.011 -0.407
C -5.313 1.158 5.142 0.086
C 6.436 2.598 -4.570 0.091
C 0.629 -2.306 -3.038 0.036
C 2.824 -4.725 -4.175 0.113
C 0.042 2.589 -2.668 -0.836
H 2.693 0.945 1.945 0.107
H -2.155 -0.248 3.386 0.063
H 2.817 2.575 1.251 0.109
H 4.420 3.131 -5.145 0.178
H 3.771 0.962 -3.636 0.089
H -1.071 -0.782 1.010 0.068
H 2.465 2.104 -3.989 0.103
H -4.488 -4.948 -0.387 0.194
H -4.116 0.866 0.171 0.094
H -7.533 2.053 -4.111 0.114
H 0.785 -5.284 4.569 0.190
H -4.034 -3.736 3.104 0.077
H 8.384 3.701 -0.101 0.180
H 3.271 -4.044 -4.894 0.116
H -4.516 1.232 5.883 0.116
H -5.354 0.087 3.192 0.176
H -1.325 -6.045 5.059 0.129
H -6.237 3.172 -3.561 0.099
H -6.090 -3.834 -1.691 0.127
H 5.621 4.085 2.170 0.099
H 7.289 4.557 2.334 0.122
H 8.280 5.800 -1.370 0.126
H 1.829 -5.016 -4.505 0.109
H -1.355 -5.670 3.427 0.107
H 5.334 4.329 -4.343 0.171
H -6.639 -3.590 -0.046 0.120
H 0.316 4.221 -2.008 0.131
H 1.852 -3.357 1.653 0.096
H -3.303 0.967 -1.469 0.105
H -5.541 -3.173 2.391 0.116
H 0.202 -2.294 -4.042 0.122
H 0.137 -3.990 5.324 0.203
H -3.981 0.917 3.554 0.090
H 6.240 1.724 -5.185 0.112
H 6.656 2.831 2.058 0.104
H -7.677 2.888 -2.552 0.112
H -3.862 -3.558 -1.036 0.173
H 6.938 3.329 -5.201 0.117
H 0.023 -3.045 -2.509 0.085
H 3.265 -3.945 -2.198 0.175
H 6.832 2.501 -3.566 0.082
H 0.430 -1.371 -2.515 0.064
H -0.126 3.620 3.115 0.103
H 1.051 2.177 -0.223 0.125
H -4.824 2.649 -1.755 0.181
H -0.837 -0.844 -0.711 0.070
H 6.911 5.090 -2.249 0.077
H -5.688 -2.252 -0.811 0.084
H -5.372 2.133 4.663 0.114
H -4.586 -0.254 -0.980 0.061
H 8.484 4.375 -2.508 0.103
H 0.859 -4.939 1.495 0.105
H 3.445 -5.524 -3.780 0.114
H 7.208 2.963 -0.961 0.167
H -1.936 -1.597 4.528 0.059
H -5.039 -4.834 2.258 0.114
H 0.579 1.832 1.224 0.113
H -2.054 0.143 5.088 0.117
H -1.333 0.667 -0.034 0.075
H -2.024 -4.480 4.535 0.094
H 3.256 1.050 0.287 0.084
H 1.721 -4.543 -2.328 0.161
H -5.732 2.030 -0.559 0.181
H -6.152 0.734 5.688 0.120
H 2.241 -4.737 2.560 0.105
H 2.883 1.478 -2.294 0.078
```

Output
E ... -68550.109 eV
LUMO level ... -13.15 eV
HOMO level ... -19.40 eV
Charge ... +6
Relative energy (zero: lowest compared OMol25 entry of this formula, charge and spin) ... 2.8649 eV